[1]
C14H46O9 | ωB97M-V/def2-TZVPD

Calculated values
SMILES: CCO.CCO.CCO.CCO.CCO.CCO.CCO.O.O
Gap between HOMO and LUMO, eV: 10.0
Energy relative to the best compared isomer or geometry (same formula, charge and spin), eV: 2.528
E_HOMO, eV: -9.751

Positions of all 69 atoms, in Å:
O (-2.824, 2.629, 0.258)
O (-0.318, -4.346, -0.544)
O (-4.758, -0.131, -2.941)
O (-0.474, -3.503, 2.692)
O (1.055, 2.883, -1.885)
O (-1.651, -2.111, 0.444)
O (-0.631, 0.616, 0.121)
O (0.780, 2.640, 2.111)
O (4.552, 0.564, -1.533)
C (-2.584, -1.471, -2.727)
C (0.334, 5.043, -1.238)
C (2.974, 1.955, 2.561)
C (0.730, -3.194, 3.282)
C (-3.442, 2.182, 1.456)
C (0.979, -3.829, -0.685)
C (1.550, -4.493, -1.841)
C (2.319, -0.195, -0.748)
C (-4.463, 1.103, 1.181)
C (2.131, 2.825, 1.695)
C (-3.334, -0.195, -3.241)
C (3.856, -0.206, -0.590)
C (1.235, -1.824, 2.727)
C (0.260, 3.907, -2.275)
H (3.946, 1.803, 2.091)
H (1.563, -4.046, 0.210)
H (-1.563, 0.812, 0.222)
H (5.470, 0.338, -1.369)
H (-5.203, 0.681, -3.196)
H (2.077, -0.922, -1.524)
H (-0.385, 5.841, -1.426)
H (-3.211, -0.051, -4.314)
H (-2.266, 3.341, 0.579)
H (1.545, -5.583, -1.848)
H (-2.606, 1.855, 2.075)
H (2.352, 3.885, 1.821)
H (4.161, 0.212, 0.369)
H (0.406, 2.255, -1.561)
H (1.933, 0.775, -1.061)
H (-2.400, -1.215, -1.683)
H (2.611, -4.250, -1.905)
H (1.672, -1.989, 1.742)
H (0.485, -3.010, 4.328)
H (-1.295, -2.400, 1.284)
H (1.862, -0.459, 0.206)
H (-3.867, 3.017, 2.012)
H (-4.067, 0.301, 0.558)
H (-1.447, -2.825, -0.161)
H (0.491, -1.061, 2.498)
H (-5.270, 1.542, 0.594)
H (1.931, -1.444, 3.474)
H (-0.056, 4.740, -0.267)
H (0.925, -2.743, -0.763)
H (-0.939, -4.018, 3.356)
H (4.248, -1.223, -0.603)
H (-0.369, -4.500, 0.402)
H (3.208, 2.254, 3.582)
H (1.348, 5.343, -0.977)
H (-4.806, 0.669, 2.120)
H (2.357, 2.582, 0.656)
H (1.482, -3.983, 3.261)
H (1.008, -4.269, -2.760)
H (-3.256, -2.315, -2.885)
H (2.569, 0.956, 2.725)
H (0.525, 4.237, -3.279)
H (-0.598, -0.331, -0.011)
H (-1.646, -1.631, -3.259)
H (-3.048, 0.760, -2.800)
H (0.493, 1.908, 1.561)
H (-0.649, 3.311, -2.352)


[2]
C32H34Cl2F5N5O4S2Y | ωB97M-V/def2-TZVPD

Calculated values
Charge: -1
Gap between HOMO and LUMO, eV: 5.4
Energy relative to the best compared isomer or geometry (same formula, charge and spin), eV: 0.682
E_HOMO, eV: -3.145

Positions of all 85 atoms, in Å:
Y (-0.453, 0.022, -0.171)
Cl (2.455, -2.671, -6.479)
Cl (4.478, -1.379, -1.686)
S (-0.274, -2.699, -0.262)
S (-2.317, -1.112, 1.676)
F (-5.939, -0.387, -1.795)
F (-6.690, 2.201, -1.409)
F (-4.838, 4.038, -0.609)
F (-3.414, -1.138, -1.407)
F (-2.307, 3.320, -0.203)
O (2.005, 1.313, 1.007)
O (0.769, -0.770, 2.052)
O (1.629, -0.458, -1.093)
O (-0.681, 1.401, 1.755)
N (4.100, 0.558, 1.407)
N (-0.429, -0.577, -2.733)
N (0.478, 3.208, -0.339)
N (0.284, 2.319, -1.325)
N (-1.689, 1.282, 3.757)
C (-1.292, -3.503, 0.917)
C (-2.191, 0.439, 4.830)
C (0.440, 3.007, -2.450)
C (0.749, 4.437, -0.787)
C (0.262, -0.187, 3.230)
C (-2.689, 2.217, 3.257)
C (2.204, -2.026, -4.876)
C (-3.692, 0.173, -1.203)
C (-0.829, 0.796, 2.835)
C (-1.181, -5.002, 0.897)
C (-5.020, 0.519, -1.413)
C (-0.215, -1.574, -5.337)
C (4.987, -0.484, 1.879)
C (-3.004, -3.574, 2.747)
C (0.990, 5.584, 0.131)
C (-2.122, -2.855, 1.755)
C (3.248, -1.958, -4.004)
C (2.165, -0.863, 1.962)
C (0.298, 2.379, -3.797)
C (-3.156, 2.339, -0.631)
C (0.741, 4.350, -2.166)
C (-4.467, 2.757, -0.815)
C (-1.455, -0.588, -3.549)
C (-5.411, 1.833, -1.216)
C (-2.699, 1.053, -0.814)
C (1.854, -0.967, -2.239)
C (0.758, -1.056, -3.191)
C (0.917, -1.565, -4.493)
C (2.752, 0.432, 1.407)
C (3.074, -1.433, -2.716)
C (-1.395, -1.082, -4.866)
C (4.704, 1.619, 0.622)
H (-1.599, -5.406, -0.030)
H (-2.244, 2.918, 2.559)
H (5.161, -1.254, 1.126)
H (0.412, 2.898, 0.621)
H (-3.110, 2.758, 4.105)
H (0.499, 3.119, -4.573)
H (-2.381, -0.181, -3.175)
H (-0.083, -0.978, 3.893)
H (-2.287, -1.064, -5.476)
H (0.130, 5.764, 0.778)
H (0.994, 1.552, -3.926)
H (-3.554, -2.853, 3.350)
H (-0.128, -1.964, -6.342)
H (-2.428, -4.206, 3.430)
H (1.035, 0.409, 3.736)
H (1.171, 6.489, -0.446)
H (4.227, -2.307, -4.301)
H (1.861, 5.410, 0.765)
H (0.916, 5.147, -2.867)
H (-3.742, -4.217, 2.257)
H (-3.183, 0.068, 4.563)
H (-2.246, 1.011, 5.758)
H (-1.562, -0.431, 4.981)
H (-1.702, -5.476, 1.730)
H (-0.135, -5.316, 0.923)
H (-0.712, 1.999, -3.949)
H (2.602, -1.123, 2.932)
H (-3.486, 1.670, 2.742)
H (5.352, 2.236, 1.250)
H (4.597, -0.959, 2.778)
H (5.294, 1.193, -0.192)
H (5.944, -0.030, 2.140)
H (3.915, 2.231, 0.198)
H (2.374, -1.669, 1.253)


[3]
C34H57F12N6O8 | ωB97M-V/def2-TZVPD

Calculated values
Charge: -1
Gap between HOMO and LUMO, eV: 7.3
E_HOMO, eV: -5.417

Positions of all 117 atoms, in Å:
F (7.732, -1.182, 4.357)
F (-3.285, -2.280, -5.633)
F (0.107, 3.541, -0.229)
F (-5.400, -2.394, -6.087)
F (0.571, 1.479, 0.118)
F (-4.734, -2.623, -4.084)
F (-2.890, -1.522, 5.110)
F (5.884, -1.620, 3.497)
F (-1.980, -0.317, 3.509)
F (-1.690, 0.205, 5.559)
F (6.266, 0.416, 4.287)
F (1.482, 3.098, 1.353)
O (3.471, 3.171, -0.328)
O (7.794, -1.648, 1.770)
O (-5.793, -0.146, -4.400)
O (-3.713, 1.881, 4.706)
O (6.525, 0.308, 1.447)
O (-3.560, -0.094, -4.008)
O (-4.586, 0.074, 3.499)
O (2.411, 1.720, -1.766)
N (-4.130, 0.116, -0.225)
N (3.489, -0.038, 1.997)
N (-0.190, -0.195, -2.846)
N (-5.196, -1.571, 0.631)
N (-0.937, -2.082, -2.157)
N (4.175, -0.290, -0.014)
C (0.297, -1.918, -1.590)
C (3.904, 1.923, 3.343)
C (-4.599, -0.669, -1.289)
C (-1.321, -4.490, -1.536)
C (-0.093, 0.956, -3.670)
C (3.913, -1.505, 0.438)
C (2.279, 2.812, -1.016)
C (7.381, -0.276, 2.182)
C (-4.475, -1.915, -5.171)
C (-3.449, 1.426, -0.418)
C (-7.652, 1.158, -4.159)
C (4.777, 0.039, -1.269)
C (-3.972, 0.493, 4.572)
C (-1.944, -3.147, -1.893)
C (3.431, -1.401, 1.688)
C (3.940, 0.600, 0.916)
C (-5.552, -2.689, 1.534)
C (-5.298, -1.682, -0.741)
C (-1.291, -0.969, -2.862)
C (7.620, -2.055, 0.394)
C (-3.513, 4.088, 3.642)
C (4.398, 3.931, -1.063)
C (-4.549, -0.393, -4.912)
C (-6.227, 1.193, -4.570)
C (6.785, -0.627, 3.545)
C (7.363, -3.558, 0.266)
C (5.618, 4.219, -0.201)
C (-3.128, 2.574, 3.612)
C (3.272, 0.574, 3.288)
C (-4.550, -0.443, 0.939)
C (1.123, 2.713, 0.095)
C (0.795, -0.721, -1.961)
C (-2.615, -0.252, 4.656)
C (-4.362, -3.340, 2.250)
H (-4.703, -4.285, 2.673)
H (1.639, -0.156, -1.652)
H (8.354, 0.237, 2.447)
H (4.876, 2.012, 2.795)
H (0.792, 1.469, -3.369)
H (4.199, -2.388, -0.102)
H (1.985, 3.706, -1.697)
H (-6.258, -2.157, 2.144)
H (5.348, 4.856, 0.638)
H (6.516, -3.745, 0.835)
H (-4.395, 0.136, -5.837)
H (-2.241, -0.861, -3.383)
H (5.990, 3.285, 0.189)
H (-2.519, -3.249, -2.819)
H (-0.914, 1.617, -3.537)
H (-2.039, 2.397, 3.572)
H (-3.639, 2.122, 2.760)
H (5.501, -0.720, -1.616)
H (-4.562, 4.207, 3.889)
H (2.190, 0.660, 3.471)
H (3.727, -0.134, 3.948)
H (-4.494, 0.318, 5.623)
H (5.428, 0.919, -0.999)
H (-2.791, 1.665, 0.405)
H (4.019, 4.836, -1.410)
H (4.017, 0.368, -1.951)
H (-0.895, -4.628, -0.520)
H (8.206, -4.083, 0.681)
H (-8.358, 1.847, -4.616)
H (7.320, -3.905, -0.752)
H (4.067, 1.658, 0.757)
H (-2.064, -5.308, -1.638)
H (-6.016, 1.596, -5.592)
H (4.011, 2.305, 4.376)
H (6.853, -1.470, -0.002)
H (-8.024, 0.167, -4.421)
H (-4.111, 2.269, -0.643)
H (6.419, 4.720, -0.760)
H (-5.672, 1.811, -3.879)
H (-2.825, 1.267, -1.273)
H (-3.375, 4.630, 2.685)
H (-7.792, 1.170, -3.035)
H (8.538, -1.904, -0.160)
H (-6.188, -3.321, 0.905)
H (-3.939, -2.717, 3.010)
H (4.773, 3.461, -1.919)
H (-0.566, -4.837, -2.248)
H (-4.551, -0.446, -2.345)
H (-3.635, -3.797, 1.572)
H (3.353, 2.729, 2.842)
H (-2.694, -2.769, -1.206)
H (-0.046, 0.681, -4.709)
H (-4.276, -0.096, 1.932)
H (-2.861, 4.562, 4.356)
H (-5.818, -2.601, -1.052)
H (0.776, -2.602, -0.863)
H (3.237, -2.163, 2.399)


[4]
C35H47BINO17SSi2 | ωB97M-V/def2-TZVPD

Calculated values
Gap between HOMO and LUMO, eV: 7.3
E_HOMO, eV: -9.036

Positions of all 105 atoms, in Å:
I (0.347, -4.822, 0.759)
S (-1.584, 2.633, 3.999)
Si (1.081, -3.093, 2.364)
Si (-0.557, -0.963, 1.281)
O (1.016, -1.491, 1.760)
O (3.265, -4.776, 3.274)
O (-10.194, -1.565, 0.830)
O (-6.482, -2.637, 3.496)
O (3.543, 0.001, -3.254)
O (-0.109, 9.742, -4.456)
O (3.034, 4.024, -0.542)
O (-1.485, 7.843, -5.810)
O (-5.189, -3.249, 1.196)
O (4.004, -2.548, 2.406)
O (4.050, 0.335, -0.629)
O (5.571, -4.239, -3.359)
O (-8.930, -2.260, -1.463)
O (5.981, -3.935, -0.695)
O (3.073, 6.422, -3.520)
O (1.734, 4.538, -4.951)
O (2.668, 2.697, -2.338)
N (-1.183, -1.736, -0.206)
C (0.211, -3.297, 4.044)
C (0.376, 8.486, -4.536)
C (4.981, 5.637, -0.623)
C (-9.050, -1.965, 0.942)
C (-8.287, -2.356, -0.281)
C (5.031, -1.783, -0.584)
C (5.167, -3.110, -2.737)
C (-7.022, -2.782, -0.208)
C (-0.367, 0.905, 0.825)
C (2.035, 6.776, -4.052)
C (-2.492, -2.426, 0.006)
C (0.087, 6.132, -5.430)
C (3.804, -1.242, 4.476)
C (-8.381, -2.086, 2.238)
C (4.422, -0.802, -1.249)
C (2.260, 3.095, -1.243)
C (-0.248, -3.349, 5.174)
C (-1.521, -0.223, 3.978)
C (-2.694, -5.623, -1.135)
C (-7.118, -2.515, 2.311)
C (-2.225, -4.298, -1.874)
C (4.551, -2.126, -3.402)
C (5.435, -3.009, -1.269)
C (-0.432, 7.494, -5.308)
C (4.124, -0.911, -2.702)
C (-6.346, -2.880, 1.086)
C (-2.479, 1.028, 4.248)
C (1.241, 5.789, -4.847)
C (0.845, 1.068, -0.221)
C (0.866, 2.578, -0.725)
C (4.709, -2.246, 3.636)
C (1.527, 8.143, -3.950)
C (-3.066, -3.064, -1.343)
C (-1.873, -1.042, 2.654)
C (4.121, 4.509, -1.366)
B (2.998, -3.487, 2.722)
H (-2.508, -4.439, -2.967)
H (5.244, -1.708, 0.473)
H (-8.950, -1.817, 3.117)
H (-2.577, -5.576, -0.009)
H (-5.586, -2.961, 3.279)
H (-1.114, -4.127, -1.862)
H (2.570, 4.538, -4.445)
H (-2.118, -2.118, 2.923)
H (6.073, 5.367, -0.726)
H (5.982, -4.787, -2.663)
H (4.346, -2.187, -4.462)
H (-3.418, 1.016, 3.632)
H (3.201, -0.606, 3.756)
H (-2.444, -3.196, 0.837)
H (-0.320, 2.421, 4.523)
H (0.782, 0.306, -1.062)
H (4.482, -0.616, 5.120)
H (-9.824, -1.930, -1.247)
H (-1.326, 1.356, 0.448)
H (2.120, 8.852, -3.387)
H (3.633, 0.892, -1.322)
H (-2.209, -6.551, -1.561)
H (0.121, 2.685, -1.564)
H (0.529, 3.224, 0.133)
H (-0.424, 0.046, 4.040)
H (4.900, -3.147, 4.284)
H (-0.498, 5.429, -6.006)
H (3.075, -1.789, 5.140)
H (-1.365, -0.974, -0.878)
H (-2.854, -0.613, 2.264)
H (-0.466, -3.186, 6.256)
H (-6.457, -3.066, -1.086)
H (-3.274, -1.655, 0.314)
H (4.749, 5.694, 0.482)
H (-1.703, -0.934, 4.847)
H (0.010, 1.408, 1.774)
H (2.471, -4.952, 3.827)
H (4.860, 3.693, -1.636)
H (3.749, 4.995, -2.319)
H (1.847, 0.875, 0.276)
H (-3.134, -2.311, -2.179)
H (-2.783, 1.009, 5.342)
H (4.833, 6.646, -1.119)
H (-0.947, 9.730, -4.958)
H (-3.805, -5.737, -1.339)
H (5.718, -1.759, 3.454)
H (-4.101, -3.457, -1.107)


Number 1: DFT total energy -33688.252 eV. Number 2: DFT total energy -110728.691 eV. Number 3: DFT total energy -94110.866 eV. Number 4: DFT total energy -108723.650 eV.